{"formula": "C50H66CsIO2Sb2Se", "method": "ωB97M-V with the def2-TZVPD basis set", "symbols": ["Cs", "I", "Sb", "Sb", "Se", "O", "O", "C", "C", "C", "C", "C", "C", "C", "C", "C", "C", "C", "C", "C", "C", "C", "C", "C", "C", "C", "C", "C", "C", "C", "C", "C", "C", "C", "C", "C", "C", "C", "C", "C", "C", "C", "C", "C", "C", "C", "C", "C", "C", "C", "C", "C", "C", "C", "C", "C", "C", "H", "H", "H", "H", "H", "H", "H", "H", "H", "H", "H", "H", "H", "H", "H", "H", "H", "H", "H", "H", "H", "H", "H", "H", "H", "H", "H", "H", "H", "H", "H", "H", "H", "H", "H", "H", "H", "H", "H", "H", "H", "H", "H", "H", "H", "H", "H", "H", "H", "H", "H", "H", "H", "H", "H", "H", "H", "H", "H", "H", "H", "H", "H", "H", "H", "H"], "positions_angstrom": [[-0.18431, 1.25645, -1.11669], [2.30938, 3.59393, -2.87684], [-3.17772, 2.10555, -3.32807], [-2.50380, -1.55809, -2.09028], [-1.53536, -0.29559, 1.85783], [-1.45210, 2.76195, 0.82786], [0.39459, -1.32732, -0.48374], [2.96986, -3.55651, 4.91756], [-0.57235, 5.27944, 0.52826], [-4.68687, -1.73859, -2.35972], [-2.07057, -2.85278, -3.75531], [1.62874, 5.45631, 1.60396], [3.29368, -1.70307, -0.91196], [0.95994, 2.12243, 4.17660], [0.10768, 3.61732, 2.42114], [0.66049, -1.84626, 0.65325], [1.54135, -3.89038, 4.46051], [1.21870, -3.15060, 3.16392], [0.62318, 1.22483, -4.45865], [-0.09845, -1.58864, 1.83949], [-5.45060, 0.13711, -3.91341], [3.96156, -0.60566, -4.71225], [2.01785, 0.89662, -4.35223], [1.43167, 2.88063, 6.52325], [-5.14032, 1.21231, -2.92215], [0.58549, -3.51033, 5.59237], [1.86574, -3.66800, -1.54102], [-0.12441, 0.26027, -5.11141], [1.73069, -1.22544, -5.53746], [-2.44015, -3.12094, -0.62234], [0.21986, 1.09697, 3.60851], [0.40035, -0.93713, -5.65367], [0.17052, -2.25475, 3.03290], [1.43520, -5.40664, 4.23707], [-5.20163, -1.22771, -3.66557], [-0.70132, 2.56776, 1.84440], [-5.93255, -1.75469, -5.93113], [1.86095, 1.93230, 5.39407], [0.87209, 3.36412, 3.54701], [1.80172, 0.49946, 5.92568], [2.00860, -3.35871, 2.02376], [-5.44700, -2.14225, -4.69348], [-3.88978, 3.40754, -4.89875], [1.77586, -2.75373, 0.80555], [4.28412, 1.46503, -3.54348], [3.83598, -3.96048, -0.07325], [-0.56024, 1.28551, 2.47787], [4.79570, 0.25676, -4.06378], [2.58422, -0.31474, -4.87043], [2.95577, 1.74717, -3.69882], [-6.20269, -0.41378, -6.16453], [3.31788, 2.23677, 5.01442], [2.67551, -3.01668, -0.40788], [-3.37510, 3.62339, -1.80970], [0.16371, 5.05187, 1.85457], [-0.45239, 6.01702, 2.88262], [-5.96200, 0.50803, -5.15939], [2.11296, -0.21781, 5.16362], [0.25487, 0.10445, 4.03500], [-0.43087, 6.32955, 0.24224], [-5.87423, 2.01883, -2.97206], [-0.47698, -2.04185, 3.87463], [-3.09169, 4.11849, -5.11492], [-5.24686, -3.19151, -4.50507], [-6.16562, 1.55812, -5.33985], [1.47859, 3.92256, 6.20172], [-0.44774, -3.75219, 5.33593], [-5.13468, -1.22051, -1.51020], [3.42370, 3.25926, 4.64745], [3.97989, 2.11294, 5.87844], [3.06698, -2.48509, 5.10254], [-0.40555, 7.04837, 2.51652], [2.23080, 5.43321, 2.51289], [-2.98974, -4.00448, -0.95087], [5.84584, 0.02216, -3.93286], [4.93633, 2.15242, -3.02295], [-1.49919, 5.75840, 3.05582], [-2.58932, -3.80599, -3.63865], [0.85113, -4.06339, 6.49811], [2.08556, 4.77965, 0.87863], [1.46882, -4.63444, -1.21511], [2.84546, -4.04190, 2.11119], [2.46815, 0.39508, 6.78707], [2.52970, -1.01340, -1.26237], [3.64904, 1.56274, 4.22219], [-0.99442, -3.01870, -3.79778], [4.34006, -1.54303, -5.10932], [3.21775, -4.09251, 5.84017], [-6.59090, -0.08622, -7.12140], [0.42101, -5.67162, 3.93100], [2.14799, -2.14611, -5.93339], [-0.25729, -1.64103, -6.15778], [-4.78876, 3.94888, -4.59919], [2.50531, -3.83348, -2.41438], [3.47956, -4.94135, 0.25233], [-4.90747, -2.80291, -2.26234], [-2.38613, -2.37165, -4.68114], [4.44447, -4.10424, -0.96976], [-2.72886, 4.45981, -2.07929], [0.78999, 0.23759, 6.24382], [-1.20170, 0.40474, -5.22372], [1.44653, 4.18561, 3.96562], [1.67856, -5.95338, 5.15473], [3.85936, -1.21868, -0.11091], [-5.09282, 0.84813, -1.89640], [0.06997, 5.96750, 3.84023], [1.03911, -3.02189, -1.82857], [2.08129, 2.76315, 7.39737], [-4.41395, 3.95772, -1.79512], [-3.06774, 3.25426, -0.83021], [4.47955, -3.54713, 0.70769], [-1.39157, -3.36380, -0.45259], [-1.63497, 5.06833, 0.60869], [3.97672, -1.90136, -1.74394], [0.40276, 2.66941, 6.82204], [2.11689, -5.73673, 3.45154], [-4.08975, 2.82829, -5.79959], [-0.17824, 4.65762, -0.27601], [1.67120, 6.47195, 1.19747], [-2.85613, -2.74775, 0.31382], [3.70271, -3.83150, 4.15747], [0.64121, -2.44350, 5.81762], [-6.10353, -2.49339, -6.70491]], "atomic_forces_ev_per_a": [[0.37, 0.24, -0.43], [0.00, -0.10, -0.13], [-0.02, 0.05, -0.05], [0.00, -0.09, 0.04], [0.14, 0.24, -0.30], [-0.33, -0.19, 0.35], [-0.20, -0.16, 0.18], [-0.02, 0.00, 0.00], [-0.02, 0.09, -0.04], [0.05, 0.01, -0.02], [0.00, 0.02, 0.03], [-0.04, -0.02, 0.01], [0.06, 0.04, -0.02], [-0.01, 0.00, -0.02], [0.02, 0.03, -0.07], [-0.04, -0.02, -0.02], [0.01, -0.01, 0.00], [0.00, 0.01, -0.01], [-0.01, 0.07, 0.17], [0.02, 0.02, 0.04], [0.00, 0.02, 0.01], [0.03, -0.01, -0.01], [0.04, -0.06, -0.03], [0.00, -0.02, -0.02], [0.04, -0.04, 0.02], [0.02, -0.01, -0.02], [0.00, 0.00, 0.02], [-0.02, -0.02, -0.03], [0.01, 0.00, 0.01], [0.02, 0.07, 0.03], [0.04, 0.04, -0.02], [0.02, 0.01, 0.00], [0.00, -0.01, 0.02], [-0.01, 0.02, 0.00], [-0.01, -0.02, 0.04], [-0.01, -0.07, -0.04], [-0.01, 0.03, -0.01], [0.00, 0.01, 0.01], [0.00, -0.01, -0.01], [0.00, 0.02, 0.00], [-0.03, 0.01, 0.01], [0.00, -0.01, -0.02], [0.04, -0.03, -0.01], [0.01, -0.04, 0.01], [-0.01, -0.10, -0.05], [-0.03, 0.02, -0.01], [0.00, -0.12, 0.15], [-0.01, 0.02, 0.01], [-0.08, 0.01, 0.01], [0.00, 0.23, 0.12], [0.01, -0.02, 0.01], [0.00, -0.01, 0.00], [0.00, -0.01, 0.01], [-0.02, -0.08, -0.10], [0.01, 0.00, 0.00], [0.02, -0.03, -0.02], [-0.01, 0.01, -0.02], [0.00, -0.01, 0.00], [0.00, 0.00, 0.00], [0.00, 0.01, 0.01], [0.01, 0.02, 0.01], [0.00, 0.00, 0.00], [-0.02, 0.01, -0.02], [0.00, 0.00, 0.01], [0.00, 0.00, 0.01], [0.00, 0.00, 0.01], [-0.01, 0.01, 0.01], [-0.01, 0.00, 0.00], [0.00, 0.00, 0.00], [0.00, 0.00, 0.00], [0.01, 0.00, 0.00], [0.00, 0.00, 0.00], [0.01, -0.01, 0.01], [-0.01, 0.02, -0.04], [0.00, -0.01, 0.00], [0.00, 0.01, 0.00], [0.00, 0.01, 0.01], [0.00, 0.00, 0.01], [-0.01, 0.00, 0.00], [0.01, 0.00, 0.00], [0.00, 0.00, -0.01], [0.01, 0.00, -0.01], [0.00, 0.00, 0.00], [-0.03, -0.04, 0.03], [0.00, 0.00, 0.00], [0.00, 0.00, -0.01], [0.00, 0.00, 0.00], [0.00, 0.00, 0.00], [0.00, 0.00, 0.00], [0.00, -0.01, 0.00], [0.00, 0.00, 0.01], [-0.02, 0.01, 0.01], [0.00, -0.02, 0.04], [0.00, 0.00, 0.00], [0.01, -0.01, 0.00], [-0.01, 0.00, 0.01], [0.01, 0.00, 0.00], [0.00, 0.00, 0.00], [0.00, 0.01, 0.01], [0.00, -0.01, 0.00], [0.01, 0.00, 0.00], [0.01, 0.02, 0.00], [0.00, -0.01, 0.00], [0.01, -0.01, 0.00], [-0.04, 0.00, 0.00], [0.00, 0.00, 0.01], [0.00, 0.00, -0.01], [0.00, 0.00, 0.00], [0.01, 0.04, 0.07], [0.00, -0.01, 0.01], [0.00, -0.01, 0.00], [-0.01, -0.01, 0.01], [0.02, 0.00, -0.01], [0.00, 0.00, 0.00], [0.00, 0.01, 0.01], [0.00, 0.00, 0.00], [0.00, 0.01, -0.01], [0.00, -0.03, 0.04], [0.00, 0.00, 0.00], [0.00, -0.03, 0.01], [0.00, 0.00, 0.00], [-0.01, 0.01, 0.00], [0.00, -0.01, 0.01]], "mulliken_charge": [1.31, 0.06, 0.26, 0.77, 0.30, -0.86, -0.54, -1.50, -1.83, -1.82, -1.51, -1.77, -1.76, -1.07, -0.02, -0.27, 2.15, -0.48, -0.97, 0.15, 0.74, -0.86, 1.26, -1.91, -1.67, -1.96, -1.85, -0.39, -1.02, -1.18, 0.90, -0.66, 0.01, -1.75, 0.86, -0.02, -0.70, 2.36, -0.23, -2.15, -0.22, -0.57, -1.44, -0.63, -0.75, -2.52, -0.15, -0.39, 1.29, -0.11, -0.75, -1.75, 2.81, -1.33, 2.10, -1.74, -0.56, 0.29, -0.04, 0.49, 0.72, 0.40, 0.37, 0.28, 0.41, 0.34, 0.37, 0.65, 0.33, 0.46, 0.19, 0.46, 0.30, 0.59, 0.37, 0.35, 0.35, 0.50, 0.47, 0.35, 0.31, 0.31, 0.50, 0.36, 0.32, 0.36, 0.28, 0.47, 0.38, 0.35, 0.26, 0.37, 0.42, 0.51, 0.40, 0.64, 0.32, 0.47, 0.37, 0.39, 0.24, 0.10, 0.47, 0.29, 0.39, 0.28, 0.26, 0.46, 0.54, 0.26, 0.40, 0.15, 0.35, 0.49, 0.36, 0.28, 0.35, 0.25, 0.47, 0.34, 0.29, 0.18, 0.37], "de_lowest_kcal_mol": 9.5, "total_energy_ev": -144087.4558, "homo_lumo_gap_ev": 5.5, "total_charge": -2, "spin_multiplicity": 1}